Entry 1:
73
Properties=species:S:1:pos:R:3:forces:R:3 method="wB97M-V/def2-TZVPD" lumo_energy_ha="-0.1047 / -0.1047" e_above_lowest_kcal_mol=14.3 spin_multiplicity=2 orbital_gap_ha="0.2162 / 0.1919" charge=+1
V -0.233 -0.579 -0.135 -1.908 -0.208 1.016
C -0.568 -3.465 3.427 -0.174 0.344 -0.112
C -0.943 -4.172 2.137 0.113 0.093 -0.201
S -0.518 -3.327 0.558 -0.095 -0.236 0.221
C -2.084 -3.622 -0.316 0.222 0.020 0.062
C -3.261 -2.819 0.222 0.128 0.368 -0.037
S -2.820 -1.062 0.471 -0.166 -0.484 0.056
C -3.379 -0.817 2.195 0.009 -0.113 -0.211
C -2.945 -1.795 3.286 0.405 0.034 -0.049
S -1.161 -1.764 3.649 0.037 0.178 -0.053
H -0.909 -4.065 4.271 0.065 -0.113 -0.036
H 0.514 -3.354 3.509 0.001 -0.054 0.038
H -0.438 -5.137 2.110 -0.071 -0.058 0.042
H -2.015 -4.357 2.103 -0.003 -0.044 0.023
H -1.881 -3.341 -1.346 -0.053 -0.070 -0.006
H -2.292 -4.692 -0.287 -0.036 -0.001 -0.056
H -4.075 -2.855 -0.502 -0.049 -0.066 0.035
H -3.634 -3.220 1.162 -0.004 -0.042 -0.076
H -3.061 0.203 2.416 -0.036 -0.017 0.069
H -4.469 -0.827 2.157 -0.028 0.126 0.033
H -3.450 -1.512 4.209 -0.124 -0.060 -0.047
H -3.233 -2.819 3.055 -0.085 0.022 0.059
C 5.172 -0.794 0.540 -0.004 0.026 0.009
N 3.964 -1.217 -0.156 0.124 -0.025 0.030
C 4.054 -2.219 -1.207 -0.023 0.023 -0.043
C 2.739 -0.766 0.202 0.058 -0.001 -0.073
N 1.648 -1.060 -0.438 0.943 -0.557 -0.506
N 2.712 0.053 1.310 -0.063 0.100 -0.029
C 1.588 0.553 1.945 -0.169 -0.192 0.098
N 1.872 1.330 3.029 0.146 0.081 0.221
N 0.407 0.222 1.573 0.560 0.541 1.015
H 6.032 -1.237 0.050 0.000 -0.007 -0.027
H 5.184 -1.125 1.583 -0.005 0.000 -0.012
H 5.303 0.290 0.495 -0.001 -0.008 0.000
H 5.071 -2.593 -1.255 0.021 0.020 0.022
H 3.803 -1.802 -2.187 -0.020 -0.003 0.009
H 3.395 -3.064 -0.995 0.001 0.010 -0.013
H 1.829 -1.589 -1.285 0.190 0.035 0.118
H 3.594 0.292 1.724 0.013 -0.056 0.063
H 2.740 1.837 3.081 0.024 0.018 -0.094
H 1.104 1.802 3.473 -0.074 -0.007 -0.018
H -0.313 0.660 2.136 0.000 0.026 0.131
O -1.823 1.509 0.227 0.144 -0.096 -0.091
C -0.819 1.980 -0.328 -0.099 0.716 0.105
O 0.072 1.283 -0.897 -0.040 0.331 -0.329
C -0.581 3.469 -0.198 0.166 -0.120 0.059
C -1.427 4.432 -0.721 -0.130 0.110 -0.046
C -1.165 5.769 -0.460 0.177 -0.433 0.109
C -0.116 6.176 0.341 0.161 0.282 0.110
C 0.711 5.197 0.861 -0.648 -0.405 -0.398
C 0.499 3.855 0.581 0.240 0.213 0.011
N 1.818 5.571 1.737 0.530 -0.004 0.178
O 2.469 4.669 2.243 -0.169 -0.040 -0.059
O 2.041 6.746 1.901 -0.109 0.115 -0.012
N -2.047 6.793 -1.043 -0.220 0.229 -0.100
O -1.820 7.951 -0.764 0.000 -0.147 -0.024
O -2.945 6.405 -1.764 0.130 0.028 0.089
H -2.283 4.168 -1.325 -0.018 -0.012 0.012
H 0.048 7.222 0.553 -0.002 -0.006 -0.020
H 1.185 3.120 0.969 0.029 -0.063 0.059
N -0.568 -1.286 -6.209 -0.014 0.007 0.028
C -0.640 -1.271 -4.858 -0.025 -0.017 0.199
C 0.015 -2.235 -4.073 -0.020 0.029 -0.095
C -0.061 -2.155 -2.704 -0.151 -0.013 -0.156
N -0.731 -1.198 -2.033 0.206 -0.306 -1.135
C -1.421 -0.326 -2.791 -0.142 -0.075 -0.110
C -1.399 -0.317 -4.165 0.023 -0.057 -0.101
H -0.016 -1.974 -6.686 0.003 -0.006 -0.052
H -1.031 -0.585 -6.756 0.000 -0.003 -0.037
H 0.574 -3.035 -4.542 -0.007 -0.014 0.044
H 0.418 -2.920 -2.099 0.062 0.050 0.008
H -2.034 0.388 -2.255 0.077 0.056 0.028
H -1.968 0.425 -4.711 -0.025 0.009 0.054

Entry 2:
66
Properties=species:S:1:pos:R:3:forces:R:3 method="wB97M-V/def2-TZVPD" lumo_energy_ha=0.0137 smiles="C#C[C@@]1(COO)CC[C@H](Cc2ccccc2)OS1(=O)=O.CCOC(=O)OC.CCOC(=O)OC" orbital_gap_ha=0.3684 charge=0
C 1.948 0.382 3.235 0.203 0.302 0.422
C 1.928 1.276 2.440 -0.161 0.257 0.046
C 1.790 2.323 1.427 0.204 -1.429 -0.684
C 3.152 2.427 0.633 -0.876 0.342 -0.284
O 3.844 1.204 0.654 0.491 0.309 0.415
O 3.476 0.398 -0.447 -0.389 -0.080 -0.470
C 0.681 1.840 0.435 -1.050 0.665 -0.066
C -0.088 3.075 -0.060 0.492 -0.488 0.616
C -0.787 3.649 1.188 -0.197 -0.109 -0.345
C -2.190 4.217 0.932 0.005 -0.611 -0.385
C -3.233 3.145 1.232 0.076 0.557 0.159
C -4.276 3.406 2.117 0.352 -0.327 -0.357
C -5.190 2.403 2.402 -0.495 0.309 0.608
C -5.102 1.144 1.838 0.222 -0.265 -0.409
C -4.082 0.888 0.929 0.084 0.306 0.149
C -3.164 1.890 0.640 0.006 -0.464 -0.179
O 0.130 4.623 1.745 0.542 -0.468 -0.308
S 1.435 3.899 2.338 0.668 1.205 2.272
O 1.161 3.554 3.700 -0.640 -0.495 -0.403
O 2.533 4.805 2.188 -0.185 -0.102 -1.099
H 2.042 -0.214 4.113 -0.072 -0.294 -0.206
H 2.880 2.666 -0.398 0.306 0.169 -0.001
H 3.801 3.201 1.037 0.052 -0.198 0.140
H 2.810 -0.205 -0.079 0.148 -0.005 0.171
H 1.074 1.252 -0.392 0.413 0.131 0.132
H -0.057 1.220 0.947 0.296 -0.173 0.130
H 0.686 3.780 -0.378 -0.517 0.318 -0.436
H -0.786 2.851 -0.861 0.104 0.008 -0.085
H -0.879 2.853 1.935 -0.140 0.092 0.025
H -2.389 5.126 1.497 0.124 -0.043 0.065
H -2.275 4.425 -0.138 0.077 0.422 0.109
H -4.347 4.386 2.573 -0.096 -0.060 0.077
H -5.980 2.623 3.114 0.004 -0.095 -0.084
H -5.807 0.357 2.076 -0.062 0.136 0.096
H -3.963 -0.072 0.442 -0.173 -0.026 0.076
H -2.389 1.630 -0.071 0.090 0.230 0.009
C -4.502 -3.946 -4.848 -0.043 0.267 -0.062
C -5.007 -4.212 -3.446 0.102 -0.384 -0.288
O -5.001 -3.017 -2.652 -0.052 -0.003 0.142
C -6.031 -2.194 -2.851 0.139 -0.001 -0.051
O -6.946 -2.372 -3.611 -0.035 0.003 0.025
O -5.865 -1.128 -2.065 -0.040 -0.001 0.072
C -6.872 -0.125 -2.220 -0.115 0.270 0.070
H -3.524 -3.462 -4.815 0.046 -0.112 0.033
H -4.417 -4.878 -5.406 0.008 -0.016 0.034
H -5.177 -3.282 -5.387 -0.064 -0.071 0.016
H -4.344 -4.910 -2.936 0.034 0.162 0.154
H -6.003 -4.654 -3.457 -0.064 0.168 0.006
H -7.869 -0.546 -2.115 0.031 -0.077 -0.110
H -6.767 0.361 -3.190 -0.091 -0.079 -0.040
H -6.714 0.611 -1.436 0.178 -0.103 0.044
C 8.565 -4.334 -1.153 -0.087 0.243 -0.058
C 8.095 -4.767 0.220 0.171 -0.321 -0.291
O 7.863 -3.638 1.073 -0.045 -0.035 0.115
C 6.700 -3.011 0.888 0.085 0.061 -0.005
O 5.847 -3.320 0.095 -0.022 -0.024 0.017
O 6.646 -1.982 1.730 -0.040 -0.074 0.065
C 5.468 -1.178 1.599 -0.109 0.190 0.079
H 9.434 -3.680 -1.069 0.063 -0.100 0.030
H 8.834 -5.202 -1.755 0.011 -0.015 0.033
H 7.787 -3.779 -1.675 -0.050 -0.078 0.014
H 8.868 -5.356 0.711 0.002 0.154 0.159
H 7.200 -5.386 0.159 -0.092 0.149 0.008
H 4.570 -1.791 1.659 0.036 -0.046 -0.100
H 5.491 -0.630 0.662 -0.046 -0.092 -0.053
H 5.466 -0.470 2.423 0.186 -0.061 0.031

Entry 3:
73
Properties=species:S:1:pos:R:3:forces:R:3 method="wB97M-V/def2-TZVPD" lumo_energy_ha=-0.1877 orbital_gap_ha=0.2614 charge=+1
C -1.169 -4.530 7.284 0.013 -0.025 -0.021
C -0.666 -3.131 7.652 -0.206 -0.027 0.146
C 0.279 -2.423 6.702 0.363 0.111 0.039
I 1.932 -3.647 6.144 0.015 -0.060 -0.005
N -0.341 -1.718 5.477 -0.223 -0.163 -0.111
Br -0.859 -2.989 4.123 0.043 0.031 -0.091
C 0.693 -0.750 4.900 0.025 0.093 0.268
C 0.948 -0.861 3.394 -0.736 0.222 0.116
O 1.993 -1.248 2.995 0.744 -0.210 -0.272
C -1.584 -0.924 5.901 0.035 0.110 0.036
C -2.907 -1.674 5.944 0.062 -0.098 -0.093
C -3.899 -0.868 6.779 0.029 0.101 -0.035
C -5.233 -1.559 6.973 0.172 -0.222 -0.315
F -5.059 -2.673 7.721 0.059 -0.316 0.177
F -6.056 -0.744 7.636 -0.335 0.405 0.293
C -5.958 -1.995 5.677 0.000 0.073 -0.261
F -7.231 -2.287 5.901 0.346 0.041 -0.057
F -5.348 -3.066 5.141 -0.143 0.116 0.110
F -5.884 -0.995 4.777 -0.108 -0.152 0.145
H -0.432 -5.290 7.544 -0.029 0.044 -0.059
H -2.083 -4.747 7.839 0.068 0.002 0.022
H -1.396 -4.634 6.223 -0.017 -0.016 0.134
H -1.515 -2.475 7.870 0.182 0.000 0.050
H -0.105 -3.176 8.590 -0.042 -0.067 -0.057
H 0.759 -1.590 7.218 -0.185 0.035 -0.007
H 1.644 -0.931 5.394 -0.034 -0.052 -0.024
H 0.340 0.253 5.137 0.073 -0.015 0.034
H 0.146 -0.520 2.718 -0.034 0.003 0.022
H -1.320 -0.519 6.882 0.029 0.021 -0.099
H -1.655 -0.093 5.201 -0.037 -0.047 0.000
H -2.790 -2.673 6.371 -0.096 0.115 -0.123
H -3.278 -1.794 4.927 -0.005 -0.008 0.082
H -3.512 -0.713 7.792 -0.058 0.034 -0.053
H -4.091 0.113 6.338 0.030 -0.068 0.017
C 3.522 -0.197 -0.018 0.077 -0.028 0.020
C 3.081 1.233 -0.172 -0.056 -0.026 0.019
C 2.885 1.702 -1.599 0.058 0.005 -0.083
O 3.231 3.089 -1.524 0.045 0.007 0.017
C 4.046 3.272 -0.458 0.000 0.042 0.040
O 4.629 4.275 -0.209 -0.037 -0.062 -0.026
O 4.092 2.144 0.294 -0.010 0.029 0.039
H 4.503 -0.340 -0.470 -0.027 0.014 -0.053
H 3.581 -0.481 1.032 0.003 0.007 -0.008
H 2.808 -0.853 -0.519 -0.002 -0.002 -0.007
H 2.178 1.433 0.417 -0.017 -0.029 -0.012
H 1.867 1.596 -1.957 -0.018 0.070 0.048
H 3.569 1.197 -2.285 -0.023 -0.007 -0.024
C -1.602 2.291 -5.485 -0.029 -0.039 0.013
C -0.226 2.066 -4.920 0.016 0.052 -0.018
C 0.813 1.590 -5.917 -0.056 -0.053 -0.016
O 1.662 0.753 -5.114 -0.020 -0.040 -0.010
C 0.951 0.320 -4.056 0.024 -0.035 0.043
O 1.324 -0.512 -3.285 -0.030 0.032 -0.011
O -0.225 0.970 -3.969 0.032 0.031 0.037
H -2.010 1.351 -5.859 0.013 0.007 -0.028
H -2.277 2.690 -4.730 0.010 -0.009 0.007
H -1.544 2.994 -6.316 -0.005 0.001 -0.002
H 0.135 2.947 -4.384 -0.016 0.013 -0.012
H 1.402 2.384 -6.364 0.036 0.009 0.030
H 0.366 0.982 -6.705 0.000 0.012 -0.024
C 3.399 1.911 -9.854 -0.001 0.062 0.010
C 1.925 1.670 -10.041 -0.084 -0.004 -0.060
C 1.306 2.274 -11.292 0.030 0.040 0.008
O -0.026 2.591 -10.864 -0.017 0.037 0.001
C -0.022 2.734 -9.526 -0.021 0.024 0.100
O -0.927 3.146 -8.870 0.037 -0.042 -0.059
O 1.164 2.339 -9.012 0.081 -0.082 0.059
H 3.596 2.979 -9.760 0.004 -0.002 -0.037
H 3.770 1.406 -8.964 -0.014 0.004 0.004
H 3.946 1.529 -10.717 0.010 -0.015 0.008
H 1.685 0.605 -9.974 0.025 -0.006 -0.016
H 1.254 1.594 -12.137 -0.026 -0.020 0.015
H 1.808 3.198 -11.584 0.011 -0.010 -0.017